Run i
Here is 2 unconnected molecules or ions with the total composition C2H6O2S from the OMol25 dataset. Energies are from ωB97M-V/def2-TZVPD.

The geometry in ORCA input format:
```
! wB97M-V def2-TZVPD RIJCOSX def2/J DEFGRID3
* xyz 0 1
C -1.6105 -0.9209 -0.5291
C 1.8965 0.1673 0.7809
O -0.5061 1.7044 -0.4557
O 1.7051 0.6235 -0.3721
S -1.0800 0.5140 0.5453
H -1.3738 -0.8252 -1.4704
H -2.6930 -1.1414 -0.4275
H -1.0192 -1.7295 0.0149
H 1.9954 -0.8770 0.9135
H 2.1975 1.0148 1.4922
H 0.4882 1.4700 -0.4921
*
```

The HOMO-LUMO gap is 8.571 eV. The LUMO energy is 0.0 eV. For the HOMO energy, the calculation gives -0.3137 Eh. As for the structure (SMILES): C=O.CSO.


Run ii
Here is 2 unconnected molecules or ions with the total composition C2H6O2S from the OMol25 dataset. Energies are from ωB97M-V/def2-TZVPD.

The geometry in ORCA input format:
```
! wB97M-V def2-TZVPD RIJCOSX def2/J DEFGRID3
* xyz 0 1
C -0.6688 -0.8097 -0.1796
C -0.1989 0.4627 0.3272
O -1.1048 1.3237 0.6972
O 0.9673 0.5711 1.1551
S 0.4839 -1.6736 -1.3927
H -1.4546 -0.5573 -0.8296
H -0.8344 -1.4675 0.7519
H 0.7903 0.9086 -1.2703
H -0.6074 1.9806 1.2580
H 1.5526 -0.2878 1.1502
H 1.0750 -0.4507 -1.6675
*
```

The HOMO-LUMO gap is 8.664 eV. The LUMO energy is 0.4 eV. For the HOMO energy, the calculation gives -0.3026 Eh.


Run iii
Here is a molecular structure, C2H6O2S from the OMol25 dataset. Energies are from ωB97M-V/def2-TZVPD.

The geometry in ORCA input format:
```
! wB97M-V def2-TZVPD RIJCOSX def2/J DEFGRID3
* xyz 0 1
C 0.4152 0.2620 -0.9625
C -0.2951 0.6209 0.3608
O -0.1531 1.8609 0.7084
O -1.1019 -0.0183 1.0335
S 0.1121 -1.3767 -1.6274
H 1.4156 0.5653 -0.8157
H -0.0899 1.0114 -1.6494
H 0.7724 -1.7318 1.1907
H -0.8389 2.1043 1.3503
H -1.1515 -1.3430 -1.5361
H 0.9150 -1.9550 1.9473
*
```

The HOMO-LUMO gap is 10.134 eV. The LUMO energy is 0.6 eV. For the HOMO energy, the calculation gives -0.3508 Eh.


Calculated relative energies: run i 32.2; run ii 59.8; run iii 0.0, given in kcal/mol